A 5-piece molecular cluster, C3H18NO6 overall at a distorted geometry, computed with wB97M-V/def2-TZVPD.

Output
* orbital gap: 11.07 eV
* largest force on an atom: 0.0994 Eh/bohr
* lowest unoccupied orbital energy: -0.102 hartree
* 2S+1: 1
* total charge: +1
* energy above the lowest of the compared OMol25 structures with the same formula, charge and spin: 52.08 kcal per mole

Cartesian coordinates (Å):
O (-1.187, 2.603, 0.341)
O (-1.841, -0.016, 3.002)
O (0.947, 1.308, -1.335)
O (-1.487, -2.595, -0.511)
O (-1.924, 2.386, -2.967)
O (2.704, -2.132, 0.081)
N (-0.241, -0.051, 0.807)
C (1.658, -1.788, 0.937)
C (1.476, 0.102, -0.864)
C (1.301, -0.330, 0.594)
H (1.833, -1.995, 2.019)
H (-0.623, -0.008, 1.750)
H (-0.683, 2.446, -0.441)
H (-0.568, 0.748, 0.301)
H (-1.325, 1.902, -3.540)
H (-1.954, -3.137, 0.125)
H (-2.464, 0.605, 2.601)
H (0.850, -2.651, 0.721)
H (1.810, 0.296, 1.343)
H (-2.182, -2.319, -1.126)
H (3.432, -2.487, 0.589)
H (-0.742, -0.785, 0.340)
H (-2.773, 1.959, -2.797)
H (2.612, 0.139, -1.028)
H (1.394, 1.668, -2.099)
H (-1.643, 0.592, 3.686)
H (1.184, -0.712, -1.584)
H (-0.886, 3.446, 0.594)

Charges in e, computed with natural (NBO), in the same order as the atoms:
1. O -0.965
2. O -0.923
3. O -0.759
4. O -0.959
5. O -0.964
6. O -0.711
7. N -0.723
8. C -0.096
9. C -0.103
10. C -0.064
11. H 0.203
12. H 0.455
13. H 0.490
14. H 0.446
15. H 0.480
16. H 0.488
17. H 0.484
18. H 0.196
19. H 0.228
20. H 0.486
21. H 0.492
22. H 0.439
23. H 0.486
24. H 0.215
25. H 0.511
26. H 0.485
27. H 0.196
28. H 0.486


A 7-piece molecular cluster, C3H18O9 overall at a distorted geometry, computed with wB97M-V/def2-TZVPD.

Output
* orbital gap (spin up / spin down): 2.75 / 9.80 eV
* largest force on an atom: 0.0462 Eh/bohr
* lowest unoccupied orbital energy (spin up / spin down): 0.094 / 0.087 hartree
* 2S+1: 2
* total charge: -1
* <S²>: 0.7509

Cartesian coordinates (Å):
O (2.601, 2.418, -1.363)
O (0.823, 0.396, -3.190)
O (0.427, 2.821, 2.912)
O (1.362, -1.694, -2.710)
O (2.913, 0.882, 2.170)
O (0.790, -2.159, 1.356)
O (-2.438, -1.554, 2.317)
O (-2.807, -2.079, -0.234)
O (-1.949, 1.089, -0.567)
C (-1.414, 0.523, -1.766)
C (-0.448, -0.639, -1.482)
C (0.672, -0.722, -2.484)
H (-1.030, -1.555, -1.493)
H (0.138, 2.409, 2.089)
H (3.072, 1.167, 1.262)
H (0.296, -1.544, 2.002)
H (1.037, -2.857, 1.983)
H (1.004, 2.235, 3.408)
H (-1.786, -2.149, 2.720)
H (2.753, -0.070, 2.130)
H (-2.201, -1.693, 0.429)
H (-0.041, -0.534, -0.478)
H (-2.174, -0.655, 2.625)
H (1.611, 0.563, -3.718)
H (-2.244, 0.018, -2.288)
H (1.710, 2.132, -1.653)
H (-2.635, -3.019, -0.364)
H (-1.277, 1.624, -0.130)
H (-1.050, 1.346, -2.373)
H (2.287, 3.301, -1.110)

Charges in e, computed with natural (NBO), in the same order as the atoms:
1. O -0.951
2. O -0.736
3. O -1.019
4. O -0.599
5. O -1.012
6. O -1.166
7. O -1.061
8. O -0.985
9. O -0.739
10. C -0.076
11. C -0.593
12. C 0.799
13. H 0.272
14. H 0.433
15. H 0.472
16. H 0.303
17. H 0.425
18. H 0.478
19. H 0.421
20. H 0.470
21. H 0.506
22. H 0.253
23. H 0.424
24. H 0.508
25. H 0.185
26. H 0.464
27. H 0.461
28. H 0.439
29. H 0.171
30. H 0.456


A 7-piece molecular cluster, C3H19NO8S overall at a distorted geometry, computed with wB97M-V/def2-TZVPD.

Output
* orbital gap: 9.45 eV
* largest force on an atom: 0.1219 Eh/bohr
* lowest unoccupied orbital energy: 0.008 hartree
* 2S+1: 1

Cartesian coordinates (Å):
S (-3.933, -0.894, 1.864)
O (0.726, -0.522, -0.596)
O (1.994, 0.948, -3.243)
O (-1.507, 1.111, -1.986)
O (1.076, 2.582, 1.205)
O (0.693, -2.102, 0.963)
O (-0.340, -3.599, -1.351)
O (1.441, 2.637, -1.504)
O (2.562, -0.256, 2.142)
N (-0.751, 0.299, 1.876)
C (-2.247, -1.531, 1.309)
C (-1.176, -0.590, 0.819)
C (0.109, -1.212, 0.358)
H (1.649, 0.105, -2.846)
H (1.633, 1.877, 1.411)
H (-0.737, 1.664, -2.239)
H (-0.287, -3.491, -2.325)
H (1.602, -0.457, 1.891)
H (-1.401, 0.936, 2.345)
H (-1.958, -1.922, 2.238)
H (0.368, -4.193, -1.009)
H (1.727, 1.554, -2.512)
H (-2.175, 1.445, -2.590)
H (-2.281, -2.374, 0.500)
H (1.188, 2.503, -0.536)
H (-0.199, 1.042, 1.523)
H (1.700, -0.626, -0.576)
H (1.247, 3.247, 1.744)
H (-1.513, 0.160, -0.037)
H (-4.177, -0.531, 0.542)
H (2.030, 3.305, -1.610)
H (2.939, -1.113, 2.232)

Charges in e, computed with natural (NBO), in the same order as the atoms:
1. S -0.058
2. O -0.697
3. O -0.984
4. O -0.949
5. O -0.935
6. O -0.618
7. O -0.964
8. O -0.970
9. O -0.979
10. N -0.870
11. C -0.486
12. C -0.210
13. C 0.818
14. H 0.449
15. H 0.497
16. H 0.487
17. H 0.481
18. H 0.489
19. H 0.387
20. H 0.222
21. H 0.487
22. H 0.476
23. H 0.470
24. H 0.241
25. H 0.518
26. H 0.368
27. H 0.510
28. H 0.481
29. H 0.245
30. H 0.134
31. H 0.481
32. H 0.481


A 7-piece molecular cluster, C3H20O7 overall, computed with wB97M-V/def2-TZVPD.

Output
* orbital gap: 10.25 eV
* largest force on an atom: 0.0139 Eh/bohr
* lowest unoccupied orbital energy: -0.004 hartree
* 2S+1: 1
* energy above the lowest of the compared OMol25 structures with the same formula, charge and spin: 6.75 kcal per mole

Cartesian coordinates (Å):
O (2.717, -1.878, -0.356)
O (2.307, 2.212, 2.047)
O (-1.255, 1.257, -2.605)
O (3.194, -0.514, 2.482)
O (-2.222, 3.665, -0.399)
O (0.002, -0.771, -1.037)
O (-0.484, -3.428, -2.579)
C (-0.959, -0.704, 0.028)
C (-0.692, 0.493, 0.915)
C (-0.955, -2.044, 0.766)
H (3.127, 2.710, 2.131)
H (-0.652, 1.389, 0.298)
H (-1.696, 4.228, 0.177)
H (0.236, 0.351, 1.475)
H (-1.015, -3.320, -3.374)
H (2.896, -1.166, 1.837)
H (-0.774, -2.836, 0.040)
H (-1.942, -2.250, 1.186)
H (-1.504, 2.119, -2.243)
H (-1.948, -0.619, -0.445)
H (-3.126, 3.767, -0.084)
H (-1.484, 0.589, 1.662)
H (2.689, -0.948, -0.106)
H (-0.491, -2.559, -2.150)
H (-0.169, 0.003, -1.599)
H (-0.243, -2.050, 1.591)
H (1.798, -2.077, -0.580)
H (1.603, 2.866, 2.082)
H (2.644, 0.269, 2.338)
H (-1.603, 1.245, -3.501)

Charges in e, computed with natural (NBO), in the same order as the atoms:
1. O -0.948
2. O -0.952
3. O -0.967
4. O -0.966
5. O -0.952
6. O -0.782
7. O -0.955
8. C 0.096
9. C -0.633
10. C -0.636
11. H 0.484
12. H 0.210
13. H 0.476
14. H 0.208
15. H 0.463
16. H 0.474
17. H 0.229
18. H 0.214
19. H 0.497
20. H 0.159
21. H 0.479
22. H 0.210
23. H 0.464
24. H 0.485
25. H 0.506
26. H 0.210
27. H 0.487
28. H 0.477
29. H 0.482
30. H 0.483


A 8-piece molecular cluster, C3H22N2O9 overall at a distorted geometry, computed with wB97M-V/def2-TZVPD.

Output
* orbital gap: 9.64 eV
* largest force on an atom: 0.0557 Eh/bohr
* lowest unoccupied orbital energy: 0.000 hartree
* 2S+1: 1
* energy above the lowest of the compared OMol25 structures with the same formula, charge and spin: 6.90 kcal per mole

Cartesian coordinates (Å):
O (-3.435, 1.447, 0.596)
O (-0.729, 1.720, 1.646)
O (-0.701, 0.023, -0.771)
O (-2.320, -0.481, 1.856)
O (1.610, 3.034, 1.321)
O (-1.201, -3.429, 2.145)
O (1.007, -1.894, 2.588)
O (3.070, -1.745, -1.041)
O (-1.490, 2.470, -2.122)
N (-0.309, -0.964, -3.350)
N (1.376, -0.299, -0.164)
C (0.411, -0.308, -1.153)
C (2.790, -0.467, -0.436)
C (0.870, -0.508, -2.614)
H (3.463, -0.464, 0.426)
H (-0.288, 2.580, 1.784)
H (-4.100, 0.807, 0.870)
H (-1.080, 2.797, -1.304)
H (0.431, -1.232, 3.002)
H (-1.115, -0.403, -3.125)
H (1.239, -2.429, 3.363)
H (2.162, 3.604, 0.773)
H (-1.407, 1.511, -1.995)
H (3.076, 0.254, -1.236)
H (1.844, 2.166, 0.967)
H (1.077, -0.104, 0.787)
H (1.201, 0.462, -3.001)
H (-1.299, 2.107, 0.952)
H (-0.520, -1.946, -3.354)
H (1.652, -1.260, -2.684)
H (-0.308, -3.236, 1.839)
H (2.358, -2.366, -0.853)
H (-3.547, 1.548, -0.358)
H (-1.811, 0.324, 1.643)
H (-1.618, -2.559, 2.077)
H (-2.359, -0.759, 0.927)

Charges in e, computed with natural (NBO), in the same order as the atoms:
1. O -0.963
2. O -0.971
3. O -0.667
4. O -0.980
5. O -0.946
6. O -0.968
7. O -0.960
8. O -0.737
9. O -0.948
10. N -0.836
11. N -0.661
12. C 0.689
13. C 0.077
14. C -0.342
15. H 0.204
16. H 0.500
17. H 0.489
18. H 0.460
19. H 0.487
20. H 0.366
21. H 0.482
22. H 0.477
23. H 0.480
24. H 0.164
25. H 0.474
26. H 0.430
27. H 0.225
28. H 0.481
29. H 0.373
30. H 0.244
31. H 0.474
32. H 0.475
33. H 0.477
34. H 0.503
35. H 0.482
36. H 0.466


A 8-piece molecular cluster, C3H23NO8S overall at a distorted geometry, computed with wB97M-V/def2-TZVPD.

Output
* orbital gap: 9.23 eV
* largest force on an atom: 0.0523 Eh/bohr
* lowest unoccupied orbital energy: 0.008 hartree
* 2S+1: 1
* energy above the lowest of the compared OMol25 structures with the same formula, charge and spin: 8.04 kcal per mole

Cartesian coordinates (Å):
S (-1.669, 2.534, 2.738)
O (-0.778, -3.949, -2.274)
O (-0.291, -2.946, 0.190)
O (1.895, -0.058, -0.299)
O (0.607, 0.548, -2.364)
O (0.094, 3.518, -2.309)
O (2.099, -2.365, 1.212)
O (-2.643, -1.485, -2.163)
O (0.332, -0.251, 3.388)
N (0.495, 1.811, 0.263)
C (-1.868, 1.980, 0.949)
C (1.806, 1.109, 0.443)
C (-0.748, 1.054, 0.529)
H (-1.271, 1.401, 3.328)
H (0.886, -0.611, 2.691)
H (0.054, -3.506, -2.457)
H (-1.089, -3.066, 0.716)
H (-1.017, 0.559, -0.418)
H (1.953, -1.670, 0.538)
H (0.533, 2.710, 0.732)
H (-0.714, 4.006, -2.531)
H (-1.843, -1.162, -1.714)
H (3.061, -2.470, 1.235)
H (0.447, -2.977, 0.841)
H (1.414, -0.095, -1.179)
H (1.119, 0.324, -3.148)
H (0.540, -0.666, 4.231)
H (-1.878, 2.947, 0.460)
H (1.927, 0.827, 1.490)
H (0.537, 1.513, -2.357)
H (-1.018, -3.779, -1.347)
H (-2.249, -2.365, -2.323)
H (2.561, 1.817, 0.140)
H (-0.457, 0.276, 1.238)
H (-0.036, 3.070, -1.450)
H (-2.792, 1.416, 0.980)

Charges in e, computed with natural (NBO), in the same order as the atoms:
1. S -0.120
2. O -0.969
3. O -0.992
4. O -0.803
5. O -0.951
6. O -0.977
7. O -1.005
8. O -0.946
9. O -0.967
10. N -0.702
11. C -0.484
12. C 0.121
13. C -0.246
14. H 0.154
15. H 0.488
16. H 0.472
17. H 0.474
18. H 0.196
19. H 0.510
20. H 0.380
21. H 0.482
22. H 0.458
23. H 0.487
24. H 0.512
25. H 0.518
26. H 0.487
27. H 0.484
28. H 0.220
29. H 0.144
30. H 0.516
31. H 0.494
32. H 0.480
33. H 0.162
34. H 0.202
35. H 0.487
36. H 0.235